[1]
83
Properties=species:S:1:pos:R:3:forces:R:3:mulliken_spin:R:1 method="wB97M-V/def2-TZVPD" homo_ev="-12.94 / -13.27" spin_multiplicity=4 orbital_gap_ha="0.2148 / 0.1256" total_charge=+2
Re 0.1751 -1.0340 0.7514 0.2 -3.6 2.4 1.307
C -2.2108 -0.1504 -3.9496 0.8 0.1 -0.8 -0.004
C -1.2078 0.7518 -3.9341 -0.9 -0.4 -1.6 0.013
C -1.3896 2.2441 -3.9265 0.0 0.1 0.3 -0.001
C -2.5406 2.7880 -3.0607 -0.1 0.9 -0.1 0.024
C -2.7459 2.0962 -1.7349 -1.0 0.8 0.0 0.144
C -3.0717 0.8164 -1.4616 -0.9 0.8 0.5 0.021
C -4.0397 0.0715 -2.3032 0.0 -1.0 -0.6 -0.010
C -3.6721 0.1236 -3.7866 -0.2 -0.2 -0.1 0.009
C -0.1670 -1.2305 2.8130 0.1 0.8 0.8 0.049
H -2.0224 -1.1920 -4.2394 0.4 0.5 0.4 0.000
H -0.2409 0.4634 -4.3601 -0.3 -0.1 0.6 0.000
H -1.5495 2.6098 -4.9601 0.2 -0.2 0.4 0.001
H -0.4525 2.7167 -3.5857 -0.3 -0.1 -0.2 -0.001
H -2.2656 3.8328 -2.8281 -0.3 -0.3 -0.1 0.000
H -3.4604 2.8613 -3.6637 0.2 -0.1 0.4 0.012
H -2.8193 2.8590 -0.9333 0.7 -0.7 0.2 -0.004
H -2.8555 0.3742 -0.4763 -0.3 0.4 -0.1 -0.005
H -5.0560 0.4955 -2.1869 0.4 -0.2 0.3 0.000
H -4.0584 -0.9787 -1.9805 -0.2 0.2 0.0 0.008
H -4.2100 -0.6847 -4.2998 0.0 0.4 0.1 0.002
H -3.9812 1.0736 -4.2354 0.1 -0.3 0.0 0.002
H -0.1673 -2.3259 2.9449 0.0 0.1 -0.4 -0.004
H -1.0889 -0.8344 3.2582 0.4 0.0 0.0 0.026
H 0.6910 -0.8460 3.3805 -0.2 -0.2 0.1 0.001
P -0.4598 1.0720 1.1778 0.1 2.1 1.1 0.238
P 1.3934 -0.1180 -0.9333 1.1 -0.9 -2.9 0.037
N -2.1712 1.2197 1.6775 -0.2 0.1 -0.5 0.107
N 0.1665 2.1283 2.4843 -0.5 -1.1 -1.0 0.016
N 0.5864 -1.2814 -2.0982 1.2 2.0 0.6 0.019
N 3.0873 -0.2934 -1.4135 -1.0 0.2 1.0 -0.012
C -0.1707 2.0609 -0.3124 0.0 0.9 -0.2 -0.011
C 0.9540 1.6050 -1.2574 0.3 0.1 0.0 0.015
C -3.0096 0.1584 2.0538 0.8 0.9 -0.4 0.283
C -4.2406 0.6776 2.4366 -0.4 1.7 -0.2 0.074
C -4.1858 2.0910 2.2203 -0.6 -1.7 0.4 0.106
C -2.9138 2.3900 1.7434 0.8 -1.0 0.2 0.253
C -0.0608 1.9454 3.8482 0.3 0.8 0.5 0.002
C 0.4298 3.0486 4.5363 -0.4 -0.8 -1.1 0.003
C 0.9841 3.9414 3.5653 -0.3 -0.9 -1.0 0.000
C 0.8170 3.3484 2.3211 0.1 0.6 0.8 0.003
C -0.2666 -2.2137 -1.5526 -0.5 -0.6 -0.3 -0.003
C -0.6515 -3.1093 -2.5401 0.0 0.4 0.8 0.005
C -0.0389 -2.6837 -3.7466 0.7 0.9 0.5 0.012
C 0.7155 -1.5449 -3.4474 -0.4 -1.0 -0.2 0.017
C 3.6943 -0.6956 -2.6051 0.7 0.0 -0.1 0.000
C 5.0684 -0.6793 -2.4426 -1.1 0.2 0.3 0.000
C 5.3354 -0.2496 -1.1017 -1.2 0.2 0.3 0.004
C 4.1105 -0.0197 -0.4904 0.8 -0.1 -0.6 0.002
H -0.0544 3.1130 -0.0500 -0.1 0.0 -0.2 -0.005
H -1.1056 1.9849 -0.8817 0.3 -0.1 0.4 0.018
H 0.6543 1.6878 -2.3126 0.1 0.1 0.4 0.006
H 1.8713 2.1958 -1.1223 -0.2 -0.2 0.0 -0.006
H -2.6547 -0.8639 2.0386 -0.1 0.2 0.0 -0.002
H -5.0598 0.1043 2.8551 0.1 0.1 -0.2 0.002
H -4.9742 2.8051 2.4023 0.0 0.0 0.0 0.002
H -2.4725 3.3347 1.4763 0.1 0.1 0.1 -0.002
H -0.5551 1.0558 4.2023 0.0 0.1 0.1 0.003
H 0.3684 3.2071 5.6004 0.0 -0.1 0.0 0.000
H 1.4278 4.9101 3.7344 0.0 -0.1 0.0 0.000
H 1.0823 3.7048 1.3382 0.1 0.1 0.2 0.001
H -0.6516 -2.2028 -0.4896 -0.4 -0.5 -1.1 0.028
H -1.2864 -3.9704 -2.3730 0.1 0.2 -0.2 0.001
H -0.1461 -3.1509 -4.7210 0.1 0.2 0.3 0.000
H 1.3032 -0.8928 -4.0838 -0.2 -0.4 0.1 -0.001
H 3.0958 -0.9327 -3.4690 0.3 -0.1 0.2 0.000
H 5.8014 -0.9203 -3.2051 -0.2 0.0 0.2 0.000
H 6.3067 -0.1008 -0.6472 -0.2 -0.1 0.0 0.000
H 3.8591 0.3314 0.5000 0.1 0.0 0.0 0.001
Cl 0.6178 -4.8186 2.1117 -0.6 -0.3 -0.5 0.004
C 1.8993 -4.0144 2.9112 0.8 0.5 0.8 0.020
C 2.3600 -4.5545 4.1165 0.2 0.4 -0.1 -0.008
C 3.3591 -3.8971 4.8396 -0.3 -0.1 -0.3 0.018
C 3.8767 -2.7075 4.3412 0.2 0.3 0.0 -0.007
C 3.4250 -2.1856 3.1299 -0.2 -0.1 0.0 0.017
C 2.4215 -2.8206 2.3878 -0.7 0.3 -0.4 0.000
C 1.9181 -2.2067 1.0618 2.2 -0.3 0.7 0.186
H 1.9104 -5.4586 4.5066 0.0 0.0 -0.1 0.000
H 3.7056 -4.3105 5.7885 -0.1 0.2 -0.3 0.001
H 4.6342 -2.1594 4.9078 -0.2 -0.2 -0.2 0.000
H 3.8388 -1.2554 2.7458 0.0 -0.1 0.1 0.000
H 2.7857 -1.6861 0.6239 -0.2 -0.6 0.2 -0.035
H 1.6718 -3.0247 0.3709 -0.1 -0.1 -0.1 0.001



[2]
86
Properties=species:S:1:pos:R:3:forces:R:3:lowdin_charge:R:1 method="wB97M-V/def2-TZVPD" homo_ev=-9.32 smiles="C#CCCC[C@@H]1OS(=O)(=O)[C@@H](CCC)[C@@](COCCC)(Cc2cccc(C)c2)[C@@]1(CC(=O)c1ccccc1)C(F)(F)C(F)(F)F" orbital_gap_ha=0.3606
C 2.8348 1.8714 6.2729 -0.2 0.5 1.0 0.104
C 2.2504 1.0207 5.6751 0.2 -0.9 -0.5 -0.149
C 1.7371 -0.1065 4.8973 -0.3 0.4 0.1 -0.187
C 2.1494 0.0001 3.4112 -0.1 0.5 0.0 -0.167
C 0.9236 0.3230 2.5217 0.3 -1.0 0.9 -0.112
C 1.3085 1.0090 1.1872 0.1 -0.3 1.5 -0.221
O 1.0758 2.4309 1.3673 -0.8 -0.7 -0.9 -0.162
S -0.4437 2.9210 1.2560 -0.7 2.9 1.3 0.690
O -1.1752 2.7643 2.4858 0.4 -1.5 -0.1 -0.262
O -0.3092 4.3090 0.9278 0.5 -0.5 -0.8 -0.254
C -1.3516 1.9799 0.0004 0.2 -0.6 -1.1 -0.213
C -1.8149 2.7801 -1.2318 -0.5 0.7 0.1 -0.186
C -2.1740 4.2678 -1.0783 0.1 0.1 -1.2 -0.239
C -2.9006 4.6899 -2.3778 0.9 -0.1 0.1 -0.095
C -0.7554 0.5433 -0.3254 -0.9 -0.9 0.6 -0.232
C -1.4665 -0.3248 0.7737 -0.3 0.8 0.7 -0.157
O -1.0225 -1.6138 1.0620 0.8 -0.1 -0.1 -0.116
C -1.5617 -2.6933 0.3356 -0.7 -0.7 -0.1 -0.220
C -0.7911 -4.0015 0.5355 -0.1 -0.1 -0.3 -0.203
C 0.0930 -4.3821 -0.6573 0.1 -0.1 0.5 -0.092
C -1.2153 0.0183 -1.7175 0.4 0.6 -0.6 -0.069
C -2.6726 -0.0950 -2.1327 -0.7 0.3 -0.5 -0.183
C -3.0319 0.5851 -3.3026 0.4 0.3 -0.3 -0.068
C -4.3004 0.5472 -3.8377 -0.4 -0.2 -0.1 -0.069
C -5.3124 -0.1905 -3.2279 0.7 0.3 -0.2 -0.043
C -4.9978 -0.9047 -2.0844 -0.6 -0.1 -0.3 -0.264
C -6.0647 -1.7227 -1.3959 0.1 0.5 0.1 -0.044
C -3.7028 -0.8477 -1.5818 0.5 -0.4 0.9 -0.007
C 0.8114 0.4845 -0.1727 0.3 0.1 -0.6 -0.156
C 1.4024 -0.9370 -0.4640 0.8 -0.7 -0.1 0.016
C 2.2769 -1.6814 0.5700 -0.3 0.1 0.9 -0.312
O 1.7527 -2.4100 1.3791 0.0 -0.1 -0.1 0.118
C 3.7889 -1.6973 0.5370 0.2 -0.2 -0.6 -0.153
C 4.6468 -0.7393 1.0526 -0.2 0.7 0.2 -0.053
C 6.0226 -0.8538 0.9554 0.2 -0.4 -0.1 -0.064
C 6.5830 -1.9643 0.3373 -0.5 0.3 0.1 -0.074
C 5.7284 -2.9238 -0.1844 0.6 -0.3 -0.1 -0.076
C 4.3554 -2.8121 -0.0789 0.0 0.1 -0.1 -0.023
C 1.4741 1.3891 -1.2571 0.5 0.2 -0.2 -0.344
F 0.9362 2.6278 -1.3331 0.0 0.0 0.3 0.139
F 1.3245 0.8662 -2.5082 0.0 -0.3 0.1 0.111
C 3.0205 1.6799 -1.1950 0.1 1.4 -1.7 -0.511
F 3.3661 2.5412 -0.2434 0.0 -0.7 0.5 0.191
F 3.8050 0.6104 -1.2222 -0.2 0.0 0.6 0.189
F 3.2832 2.3439 -2.3573 -0.1 -0.3 0.3 0.143
H 3.1339 2.5436 7.0394 0.3 0.3 -0.2 0.022
H 0.6496 -0.0726 5.0063 0.0 -0.3 -0.2 0.117
H 2.0731 -1.0275 5.3711 0.1 -0.1 -0.1 0.118
H 2.8523 0.8329 3.3394 0.2 -0.1 -0.1 0.112
H 2.6533 -0.9110 3.1038 0.0 0.0 -0.1 0.094
H 0.3320 0.9710 3.1642 -0.3 0.4 -0.6 0.108
H 0.3734 -0.6136 2.4532 0.0 0.1 -0.5 0.109
H 2.3945 0.9427 1.2017 0.1 0.2 -0.4 0.119
H -2.2903 1.7890 0.5186 0.2 0.1 0.4 0.132
H -2.7659 2.3356 -1.5223 0.1 -0.4 0.1 0.103
H -1.1750 2.6906 -2.1056 0.2 0.0 0.2 0.110
H -2.7650 4.5021 -0.1964 0.1 -0.1 0.1 0.116
H -1.2563 4.8459 -1.0909 -0.1 0.2 0.6 0.094
H -2.1142 4.8234 -3.1270 -0.1 0.0 -0.2 0.074
H -3.5555 3.9107 -2.7694 -0.4 0.2 0.2 0.063
H -3.3801 5.6612 -2.2841 -0.3 -0.1 0.0 0.070
H -2.5467 -0.3072 0.6010 0.1 -0.1 -0.4 0.128
H -1.4024 0.2628 1.6938 0.3 -0.3 0.2 0.117
H -1.6392 -2.5153 -0.7425 0.2 0.3 0.0 0.105
H -2.5958 -2.8764 0.6627 0.0 0.2 0.1 0.124
H -0.2310 -3.9802 1.4679 0.1 0.1 0.0 0.107
H -1.5247 -4.8044 0.6306 -0.1 0.1 0.1 0.106
H -0.4610 -4.2915 -1.5916 0.0 0.0 -0.1 0.077
H 0.9944 -3.7723 -0.6952 0.0 0.0 -0.2 0.044
H 0.4017 -5.4229 -0.5551 0.1 0.0 -0.1 0.075
H -0.7279 -0.9235 -1.9729 0.0 -0.1 0.4 0.127
H -0.7901 0.7024 -2.4477 -0.1 -0.1 -0.1 0.094
H -2.2859 1.1780 -3.8213 0.0 0.0 0.1 0.118
H -4.5244 1.0858 -4.7494 0.1 0.1 0.0 0.106
H -6.2968 -0.1841 -3.6742 -0.1 -0.2 0.2 0.110
H -5.8892 -2.7939 -1.4782 0.0 0.0 0.1 0.082
H -7.0367 -1.4867 -1.8244 0.0 -0.2 -0.1 0.072
H -6.1247 -1.4247 -0.3477 0.1 -0.3 0.1 0.082
H -3.5095 -1.4358 -0.6947 -0.1 0.0 0.0 0.083
H 2.0239 -0.9522 -1.3604 -0.1 0.4 -0.1 0.132
H 0.6269 -1.6548 -0.6975 -0.3 0.1 0.3 0.096
H 4.2621 0.1604 1.5156 -0.1 -0.1 0.0 0.098
H 6.6686 -0.0794 1.3447 -0.1 0.1 0.1 0.109
H 7.6564 -2.0508 0.2574 0.0 -0.1 -0.1 0.104
H 6.1740 -3.7733 -0.6871 -0.2 -0.1 0.0 0.106
H 3.7317 -3.5866 -0.5088 -0.1 0.0 0.1 0.118



[3]
83
Properties=species:S:1:pos:R:3:forces:R:3:lowdin_charge:R:1 method="wB97M-V/def2-TZVPD" homo_ev=-10.98 orbital_gap_ha=0.2808 total_charge=+1
Y -0.0534 0.4785 -0.1916 0.0 -0.1 0.0 1.626
C -4.8358 -2.9823 1.6758 0.0 0.0 0.0 -0.052
C -3.5864 -2.8155 0.8098 0.0 0.0 0.0 -0.377
C -3.1219 -4.1662 0.2563 0.0 0.0 0.0 -0.057
C -3.8147 -1.8241 -0.3156 0.0 0.0 0.0 -0.126
C -4.7559 -2.1379 -1.2895 0.0 0.0 0.0 -0.020
C -4.9623 -1.3337 -2.3961 0.0 0.0 0.0 -0.052
C -4.1979 -0.1923 -2.5551 0.0 0.0 0.0 -0.033
C -3.2602 0.1675 -1.5950 0.0 0.0 -0.1 -0.154
C -2.3853 1.3842 -1.8286 0.0 0.0 -0.1 -0.403
C -1.1744 1.0217 -2.7274 0.0 0.0 0.2 -0.079
C -3.1054 2.5821 -2.4511 0.0 0.0 0.0 -0.046
C -3.0841 -0.6325 -0.4522 0.0 0.0 -0.1 -0.162
N -2.0747 -0.2759 0.4953 0.3 0.0 0.1 -0.056
C -2.4319 -0.1399 1.8081 0.0 0.0 -0.2 -0.483
O -3.5468 -0.1007 2.2863 0.0 0.0 0.0 0.100
C -1.2181 -0.0617 2.7181 0.0 0.0 -0.1 -0.181
C -1.2704 -0.2119 4.0907 0.0 0.0 0.0 0.035
C -0.0683 -0.2275 4.7938 0.0 0.0 0.0 0.001
C 1.1429 -0.1134 4.1188 0.0 0.0 0.0 0.037
C 1.1090 0.0412 2.7458 0.0 0.0 -0.1 -0.166
N -0.0501 0.0897 2.0891 -0.1 -0.1 0.1 0.008
C 2.3426 0.0779 1.8608 0.1 0.0 -0.2 -0.494
O 3.4491 0.1286 2.3586 0.0 0.0 0.0 0.101
N 2.0136 0.0244 0.5392 -0.3 0.1 0.1 -0.075
C 3.0397 -0.1964 -0.4311 0.0 0.0 0.0 -0.175
C 3.7276 -1.4180 -0.4547 0.0 -0.1 0.0 -0.131
C 4.6677 -1.6260 -1.4584 0.0 0.0 0.0 -0.021
C 4.9083 -0.6763 -2.4329 0.0 0.0 0.0 -0.051
C 4.2020 0.5147 -2.4201 0.0 -0.1 0.0 -0.032
C 3.2678 0.7759 -1.4244 0.0 0.1 0.0 -0.141
C 2.5725 2.1326 -1.3713 0.0 -0.1 -0.2 -0.396
C 2.7060 2.9568 -2.6522 0.0 0.0 0.0 -0.073
C 3.0556 2.9497 -0.1743 0.0 0.0 0.0 -0.036
C 3.4736 -2.5296 0.5450 -0.1 0.0 0.0 -0.378
C 4.7180 -2.8067 1.3892 0.0 0.0 0.0 -0.050
C 2.9925 -3.8023 -0.1578 0.0 0.0 0.0 -0.057
H -4.6367 -3.6712 2.4982 0.0 0.0 0.0 0.084
H -5.6546 -3.4005 1.0868 0.0 0.0 0.0 0.080
H -5.1581 -2.0283 2.0885 0.0 0.0 0.0 0.074
H -2.7796 -2.4436 1.4412 0.0 0.0 0.0 0.112
H -3.8960 -4.6365 -0.3518 0.0 0.0 0.0 0.078
H -2.8888 -4.8467 1.0765 0.0 0.0 0.0 0.082
H -2.2290 -4.0594 -0.3630 0.0 0.0 0.0 0.080
H -5.3362 -3.0455 -1.1808 0.0 0.0 0.0 0.117
H -5.7027 -1.6010 -3.1377 0.0 0.0 0.0 0.111
H -4.3438 0.4259 -3.4314 0.0 0.0 0.0 0.111
H -2.0759 1.7459 -0.8385 0.1 0.0 0.0 0.076
H -1.5221 0.8857 -3.7510 0.0 0.0 0.0 0.112
H -0.7046 0.0421 -2.5077 -0.1 0.0 0.0 0.069
H -0.4030 1.8032 -2.7558 0.0 0.0 0.0 0.072
H -3.4294 2.3689 -3.4693 0.0 0.0 0.0 0.081
H -2.4454 3.4508 -2.4938 0.0 0.0 0.0 0.076
H -3.9812 2.8465 -1.8606 0.0 0.0 0.0 0.102
H -2.2316 -0.3314 4.5707 0.0 0.0 0.0 0.132
H -0.0760 -0.3554 5.8683 0.0 0.0 0.0 0.123
H 2.0981 -0.1559 4.6228 0.0 0.0 0.0 0.132
H 5.2170 -2.5588 -1.4830 0.0 0.0 0.0 0.117
H 5.6409 -0.8615 -3.2069 0.0 0.0 0.0 0.112
H 4.3989 1.2450 -3.1912 0.0 0.0 0.0 0.104
H 1.4731 1.9788 -1.2963 0.1 0.0 0.2 0.044
H 3.7386 3.2746 -2.7975 0.0 0.0 0.0 0.091
H 2.1011 3.8624 -2.5759 0.0 0.0 0.0 0.079
H 2.3915 2.4041 -3.5384 0.0 0.0 0.0 0.088
H 4.1184 3.1548 -0.3127 0.0 0.0 0.0 0.104
H 2.9473 2.4174 0.7686 0.0 0.0 0.0 0.068
H 2.5333 3.9064 -0.1086 0.0 0.0 0.0 0.076
H 2.6736 -2.2156 1.2158 0.0 0.0 0.0 0.113
H 5.5335 -3.1676 0.7593 0.0 0.0 0.0 0.080
H 4.5064 -3.5772 2.1319 0.0 0.0 0.0 0.084
H 5.0534 -1.9072 1.9034 0.0 0.0 0.0 0.077
H 3.7573 -4.1995 -0.8269 0.0 0.0 0.0 0.078
H 2.0937 -3.6210 -0.7514 0.0 0.0 0.0 0.077
H 2.7644 -4.5751 0.5776 0.0 0.0 0.0 0.082
N -0.4145 3.1096 1.8526 0.0 0.1 0.0 0.033
C -0.5365 4.4346 1.9919 -0.1 0.0 0.0 -0.040
C -0.4948 4.9856 0.7280 0.1 0.0 0.1 -0.020
C -0.3302 3.8945 -0.1222 -0.1 0.1 -0.1 -0.139
N -0.2876 2.7492 0.5603 0.1 0.0 0.1 -0.069
H -0.4194 2.4097 2.5777 0.0 0.0 0.0 0.143
H -0.6486 4.8879 2.9622 0.0 0.0 0.0 0.136
H -0.5653 6.0257 0.4663 0.0 0.0 0.0 0.113
H -0.2395 3.8949 -1.1979 0.0 0.0 0.0 0.113



Total energy, respectively: -75089.68360 -70579.26846 -48511.05199 eV.